No. 1
Computed, not measured: a single C3H3N3S molecule at a distorted geometry, with the ωB97M-V functional and the def2-TZVPD basis.

XYZ file:
```
10
Properties=species:S:1:pos:R:3
N -3.04 0.38 -1.21
C -2.24 0.21 -0.39
N -1.25 0.25 0.43
N -0.01 1.32 -0.19
C 1.03 0.67 -0.20
C 1.11 -0.71 0.28
S -0.54 -1.04 1.18
H 1.80 1.25 -0.64
H 1.43 -1.55 -0.36
H 1.73 -0.77 1.08
```

The value obtained for the HOMO energy is -8.930 eV. The HOMO-LUMO gap is 9.0 eV. As for the structure (SMILES): N#CN1N=CCS1.

These are the Mulliken partial charges, in e, on atoms 1 to 5: atom 1 (N): -0.425, atom 2 (C): 0.472, atom 3 (N): -0.173, atom 4 (N): -0.343, atom 5 (C): 0.019

=====

No. 2
Computed, not measured: a single C3H3N3S molecule at a distorted geometry, with the ωB97M-V functional and the def2-TZVPD basis.

XYZ file:
```
10
Properties=species:S:1:pos:R:3
S -1.99 2.30 0.68
C -1.29 1.15 -0.17
N -0.38 0.11 0.06
C 0.34 -0.64 -0.92
N 1.30 -1.23 -0.31
C 1.21 -0.89 1.00
N 0.25 0.01 1.27
H -1.60 1.08 -1.22
H 0.16 -0.64 -1.99
H 2.01 -1.24 1.62
```

The value obtained for the HOMO energy is -9.204 eV. The HOMO-LUMO gap is 8.5 eV. As for the structure (SMILES): S=Cn1cncn1.

These are the Mulliken partial charges, in e, on atoms 1 to 5: atom 1 (S): -0.225, atom 2 (C): -0.064, atom 3 (N): 0.469, atom 4 (C): 0.115, atom 5 (N): -0.524

=====

No. 3
Computed, not measured: a gas-phase ion, C3H3N4 (charge -1) at a distorted geometry, with the ωB97M-V functional and the def2-TZVPD basis.

XYZ file:
```
10
Properties=species:S:1:pos:R:3
C 0.41 -0.72 1.94
C -0.27 -0.27 -0.37
C 0.43 0.10 0.70
N 1.44 -0.93 2.74
N -0.65 -1.43 2.30
N 0.97 -1.83 3.59
N -0.26 -2.17 3.29
H -0.18 0.32 -1.22
H -0.88 -1.11 -0.61
H 1.00 1.03 0.53
```

The value obtained for the HOMO energy is -4.326 eV. The HOMO-LUMO gap is 8.5 eV. Its charge is -1.

These are the Mulliken partial charges, in e, on atoms 1 to 5: atom 1 (C): 0.490, atom 2 (C): -0.792, atom 3 (C): -0.038, atom 4 (N): -0.420, atom 5 (N): -0.327

=====

No. 4
Computed, not measured: a single C3H3N5 molecule at a distorted geometry, with the ωB97M-V functional and the def2-TZVPD basis.

XYZ file:
```
11
Properties=species:S:1:pos:R:3
H -2.27 0.62 0.99
N -1.98 -0.26 0.64
C -1.02 -0.07 -0.14
C -0.28 1.10 -0.66
N 1.02 1.26 -0.44
N 1.50 0.40 0.51
C 1.47 -0.85 0.42
N 0.73 -1.48 -0.68
N -0.49 -1.32 -0.79
H -0.71 2.03 -1.10
H 2.01 -1.43 1.24
```

The value obtained for the HOMO energy is -9.312 eV. The HOMO-LUMO gap is 8.4 eV. As for the structure (SMILES): [H]/N=c1\cnncnn1.

These are the Mulliken partial charges, in e, on atoms 1 to 5: atom 1 (H): 0.255, atom 2 (N): -0.595, atom 3 (C): 0.561, atom 4 (C): -0.142, atom 5 (N): -0.311

=====

> What is the HOMO in the fourth record?

-9.312 eV

=====

> What is the HOMO in the fourth record?

-9.312 eV

=====

> Which value of HOMO does entry 4 give?

-9.312 eV

=====

> Look up the HOMO of the second one.

-9.204 eV